# 1
The following is a quantum chemistry calculation of the molecule C4H8N4 at a distorted geometry, from OMol25.

Summary:
- relative energy (zero: lowest compared OMol25 entry of this formula, charge and spin) (kcal/mol) = 62.2
- HOMO (eV) = -6.66
- structure (SMILES) = Nc1cc(N)n(N)c1
- E (Eh) = -376.14931

Structure (ORCA input):
```
! RIJCOSX wB97M-V def2-TZVPD def2/J DEFGRID3
* xyz 0 1
N 0.342 -2.595 -1.096
N -0.969 2.098 -0.556
N -0.508 0.829 -0.288
N 0.399 1.370 1.827
C 0.231 0.420 0.868
C 0.677 -0.833 0.691
C -0.598 -0.261 -1.222
C 0.069 -1.289 -0.615
H 0.591 -2.553 -2.118
H -0.279 1.380 2.627
H -0.721 2.693 0.206
H 1.375 1.444 2.167
H 1.144 -1.313 1.533
H -1.622 2.197 -1.323
H -1.185 -0.519 -2.078
H 1.054 -3.067 -0.622
*
```

# 2
The following is a quantum chemistry calculation of a cluster of 2 separate species, C4H7FN2S in total, from OMol25.

Summary:
- relative energy (zero: lowest compared OMol25 entry of this formula, charge and spin) (kcal/mol) = 25.2
- HOMO (eV) = -9.03
- structure (SMILES) = [H]/N=C1\N[C@@H]2C[C@@H]2S1.F
- E (Eh) = -764.14505

Structure (ORCA input):
```
! RIJCOSX wB97M-V def2-TZVPD def2/J DEFGRID3
* xyz 0 1
S -0.647 2.013 -0.725
F 2.287 -2.850 -1.474
N 1.517 0.858 -1.746
N 0.685 0.040 0.357
C -1.840 -0.216 0.588
C -1.385 1.213 0.696
C 0.706 0.853 -0.772
C -0.489 0.112 1.174
H 1.130 -0.863 0.253
H 2.443 -1.965 -1.240
H -1.854 1.881 1.410
H -1.868 -0.661 -0.403
H -0.316 -0.025 2.236
H 2.248 0.157 -1.624
H -2.618 -0.545 1.269
*
```

# 3
The following is a quantum chemistry calculation of a structure of composition C37H39N7O6PRbSTe, from OMol25.

Summary:
- relative energy (zero: lowest compared OMol25 entry of this formula, charge and spin) (kcal/mol) = 0.0
- HOMO (eV) = -2.08
- E (Eh) = -3299.97197

Structure (ORCA input):
```
! RIJCOSX wB97M-V def2-TZVPD def2/J DEFGRID3
* xyz -2 1
Te -4.330 -1.595 4.031
Rb -1.911 0.090 -0.609
S 0.589 0.052 7.345
P -3.516 -2.279 1.882
O -3.647 -1.369 0.713
O -1.237 1.440 -3.041
O -3.481 2.197 -1.395
O -5.061 3.132 -2.693
O -4.154 -3.722 1.549
O -1.981 -2.728 1.962
N 1.070 -2.473 -1.721
N -0.073 2.749 -0.038
N -1.903 -0.072 6.495
N 1.896 0.214 -1.157
N -0.204 -2.233 -2.068
N -0.060 0.536 1.991
N 1.172 2.935 -0.510
C 3.762 -0.120 -2.701
C 0.899 0.022 2.754
C 2.845 -2.629 -3.326
C 3.780 0.453 0.369
C -0.109 -3.907 -0.551
C -3.904 2.789 -2.415
C -1.564 -3.762 2.852
C -6.468 -3.395 0.888
C -0.974 4.285 -5.297
C -1.352 0.938 3.957
C -2.179 4.933 -5.073
C -0.129 -3.509 3.243
C 2.587 -0.554 -2.028
C -2.821 3.226 -3.443
C 2.629 0.958 -0.287
C 3.015 3.000 1.017
C -0.370 0.352 4.745
C 2.279 2.271 0.099
C -0.692 3.116 -4.614
C -0.818 3.650 -0.660
C -0.049 4.443 -1.534
C 4.736 -3.045 -4.948
C 4.152 2.491 1.630
C 3.996 -2.185 -3.961
C 0.801 -0.071 4.135
C 4.433 -0.904 -3.617
C 4.947 3.305 2.615
C -5.501 -4.087 1.823
C 1.227 3.955 -1.393
C 2.167 -1.853 -2.400
C -0.609 0.110 6.203
C 1.165 -3.474 -0.822
C -0.922 -3.095 -1.361
C 4.512 1.191 1.279
C -3.079 4.386 -4.170
C -1.586 2.595 -3.681
C -1.140 1.020 2.592
H 1.782 -0.334 2.232
H 5.324 -0.504 -4.093
H 5.201 4.289 2.211
H 5.676 -2.573 -5.242
H -0.389 5.226 -2.189
H -1.683 -4.719 2.336
H -2.416 5.852 -5.595
H 1.591 -0.518 4.726
H 0.235 -4.329 3.868
H -6.473 -2.320 1.067
H -7.478 -3.779 1.046
H 2.448 -3.618 -3.536
H 4.081 -0.563 0.137
H 4.979 -4.026 -4.530
H 4.401 3.471 3.547
H 5.881 2.801 2.868
H -0.416 -4.682 0.129
H -1.997 -3.099 -1.452
H -2.265 1.331 4.381
H 0.506 -3.428 2.359
H 4.128 0.874 -2.474
H -2.539 -0.392 5.759
H 2.128 -3.774 -0.444
H -0.278 1.318 -3.109
H -2.210 -3.776 3.735
H -1.884 3.662 -0.496
H 0.246 2.596 -4.783
H -5.537 -5.172 1.698
H -4.042 4.848 -3.991
H 2.161 4.224 -1.856
H 4.159 -3.219 -5.861
H 5.384 0.738 1.742
H -6.184 -3.560 -0.151
H -2.109 -0.357 7.439
H -0.047 -2.581 3.806
H 2.665 4.000 1.253
H -0.257 4.679 -6.008
H -5.732 -3.856 2.868
H -1.878 1.498 1.954
*
```

# 4
The following is a quantum chemistry calculation of a cluster of 2 separate species, C3H9N2OS in total, from OMol25.

Summary:
- relative energy (zero: lowest compared OMol25 entry of this formula, charge and spin) (kcal/mol) = 0.0
- HOMO (alpha / beta) (eV) = -9.67 / -9.61
- E (Eh) = -702.63268

Structure (ORCA input):
```
! RIJCOSX wB97M-V def2-TZVPD def2/J DEFGRID3
* xyz 0 2
S -0.465 -0.221 1.588
O -0.627 1.137 -3.392
N -0.325 1.925 -1.280
N -0.181 -0.347 -1.723
C -0.409 0.923 -2.221
C 1.157 -2.228 2.517
C 1.046 -0.700 2.443
H 1.003 -0.309 3.461
H -0.384 -1.091 -2.360
H 2.001 -2.538 3.132
H -0.382 1.658 -0.317
H -0.696 2.814 -1.552
H 1.916 -0.286 1.934
H 0.233 -2.645 2.928
H 1.258 -2.633 1.506
H -0.254 -0.534 -0.724
*
```

> Among the records above, which one has the highest relative energy (zero: lowest compared OMol25 entry of this formula, charge and spin)?

C4H8N4